186
Properties=species:S:1:pos:R:3 method="wB97M-V/def2-TZVPD" charge=+4 spin_multiplicity=1 lumo_energy_ev=-7.33 total_energy_ev=-86565.14754 gap_ev=6.74 homo_energy_ev=-14.07
C -18.7326 -1.5716 33.4740
C -20.2692 -1.5088 33.6829
C -21.0708 -2.7207 33.0987
N -22.5693 -2.8152 33.5199
C -22.5755 -2.5065 35.0457
C -24.0644 -2.8634 35.5232
C -24.5754 -4.3329 35.1126
C -24.4015 -4.5254 33.5446
C -22.9539 -4.2889 33.0636
C -23.3209 -1.6734 32.7970
H -18.0146 -0.7555 33.5538
H -18.4982 -2.1012 32.5506
H -18.3267 -2.2689 34.2069
H -20.4427 -0.6112 33.0894
H -20.3285 -1.3708 34.7625
H -20.6226 -3.6690 33.3952
H -21.0853 -2.6751 32.0097
H -21.7922 -3.0053 35.6164
H -22.4111 -1.4394 35.1955
H -23.8950 -2.8115 36.5987
H -24.7662 -2.0530 35.3261
H -24.1037 -5.1600 35.6431
H -25.6128 -4.5916 35.3246
H -24.7485 -5.5050 33.2155
H -25.1010 -3.8799 33.0134
H -22.3305 -4.9408 33.6755
H -22.7048 -4.4382 32.0129
H -24.3432 -1.6693 33.1752
H -23.4517 -1.9778 31.7586
H -22.7291 -0.7662 32.9193
C -31.0966 -5.8484 31.2335
C -29.9598 -6.2053 30.1909
C -28.5899 -5.8366 30.7579
N -27.5490 -5.3227 29.7337
C -27.9605 -3.8710 29.2247
C -26.8352 -3.3233 28.2236
C -25.5806 -3.1272 29.1193
C -25.0253 -4.5299 29.6969
C -26.0800 -5.4264 30.3481
C -27.6381 -6.3362 28.5504
H -31.0195 -6.6115 32.0081
H -32.1157 -5.9462 30.8592
H -31.0295 -4.8240 31.5998
H -30.2731 -5.8821 29.1982
H -29.8750 -7.2792 30.0242
H -28.1417 -6.5937 31.4013
H -28.6164 -5.0423 31.5039
H -28.1504 -3.2422 30.0946
H -28.8791 -3.9033 28.6388
H -27.1152 -2.3930 27.7295
H -26.5968 -4.0519 27.4488
H -25.8738 -2.4088 29.8848
H -24.7636 -2.6970 28.5400
H -24.1555 -4.2538 30.2931
H -24.6073 -5.0673 28.8456
H -26.2717 -5.0705 31.3603
H -25.6563 -6.4239 30.4647
H -27.7692 -7.3298 28.9788
H -26.6355 -6.1987 28.1454
H -28.3654 -5.9828 27.8195
C -14.7118 -6.9678 35.8534
C -15.7761 -6.3472 35.0964
C -15.9288 -6.9711 33.6744
N -17.2649 -6.6347 32.9362
C -17.3421 -5.0820 32.7450
C -16.3280 -4.5417 31.7578
C -16.4887 -5.1527 30.3691
C -16.4459 -6.6068 30.4619
C -17.3675 -7.3660 31.5386
C -18.5695 -7.2048 33.6271
H -14.9635 -8.0271 35.9062
H -14.5640 -6.5358 36.8432
H -13.7197 -6.9065 35.4061
H -15.4173 -5.3187 35.0564
H -16.6869 -6.4198 35.6908
H -15.9045 -8.0605 33.7002
H -15.1009 -6.7768 32.9926
H -17.2010 -4.6161 33.7203
H -18.3512 -4.8095 32.4359
H -15.2821 -4.6622 32.0401
H -16.4669 -3.4608 31.7763
H -15.7278 -4.7291 29.7135
H -17.4982 -4.8888 30.0539
H -15.3965 -6.8300 30.6544
H -16.6849 -7.1064 29.5231
H -16.9842 -8.3823 31.6304
H -18.4275 -7.3954 31.2867
H -19.4208 -6.8963 33.0202
H -18.6968 -6.9149 34.6701
H -18.3541 -8.2724 33.5845
C -16.7114 -9.0954 21.2392
C -16.5919 -9.0583 22.8125
C -17.9876 -9.2078 23.5881
N -17.8423 -8.8812 25.2156
C -19.3633 -8.7873 25.7986
C -19.5123 -8.1836 27.1899
C -18.6847 -6.9206 27.2992
C -17.2564 -7.2357 26.8650
C -17.0403 -7.6034 25.4175
C -17.1606 -10.1398 25.8424
H -15.7772 -8.9243 20.7044
H -17.3131 -8.2308 20.9591
H -17.0548 -10.0828 20.9305
H -15.9490 -8.2312 23.1138
H -15.9661 -9.9236 23.0310
H -18.4363 -10.1999 23.5388
H -18.7166 -8.4701 23.2526
H -19.8773 -8.1123 25.1143
H -19.7338 -9.7987 25.6314
H -20.5402 -7.8210 27.1873
H -19.3009 -8.8283 28.0430
H -19.1118 -6.1207 26.6943
H -18.7197 -6.4148 28.2641
H -16.8080 -6.2600 27.0523
H -16.7437 -7.8980 27.5626
H -17.4351 -6.8251 24.7645
H -15.9918 -7.8115 25.2045
H -17.7032 -11.0619 25.6342
H -17.0181 -10.1322 26.9230
H -16.1550 -10.0332 25.4356
C -21.9097 -9.0081 36.0404
C -21.7292 -9.6267 34.6383
C -22.1668 -8.8406 33.3708
N -22.0483 -9.4799 31.9606
C -22.6574 -8.4809 30.9321
C -22.7048 -8.9297 29.5021
C -23.5260 -10.2794 29.4345
C -22.9788 -11.3028 30.4247
C -22.8396 -10.7926 31.9161
C -20.5383 -9.6266 31.6028
H -22.9695 -8.9961 36.2950
H -21.4318 -8.0347 36.1509
H -21.4090 -9.6829 36.7347
H -22.3564 -10.5181 34.6266
H -20.7467 -10.0868 34.5327
H -21.5864 -7.9273 33.2398
H -23.2387 -8.6459 33.4047
H -23.6584 -8.3629 31.3471
H -22.0279 -7.5938 30.8619
H -23.3394 -8.2658 28.9151
H -21.7256 -9.0343 29.0348
H -24.5948 -10.1765 29.6218
H -23.3747 -10.5900 28.4007
H -23.8264 -11.9777 30.3059
H -22.1234 -11.8306 30.0028
H -23.8172 -10.8092 32.3979
H -22.1832 -11.4479 32.4888
H -20.0049 -9.8006 32.5373
H -20.2428 -8.6132 31.3313
H -20.3468 -10.4400 30.9029
C -18.1622 -2.3994 28.0024
C -17.5782 -0.9114 28.1621
C -18.7423 0.1254 28.2429
N -18.2867 1.5228 28.6854
C -16.9912 2.0751 27.9900
C -17.1739 2.3612 26.4621
C -18.2221 3.3925 26.2072
C -19.5490 2.8824 26.8223
C -19.4207 2.4911 28.3223
C -18.1314 1.6737 30.2038
H -18.6003 -2.7151 28.9492
H -17.4907 -3.1915 27.6713
H -18.9465 -2.3833 27.2456
H -16.9125 -0.6937 27.3269
H -16.8752 -0.8547 28.9932
H -19.5458 -0.1279 28.9346
H -19.1361 0.1948 27.2289
H -16.1668 1.4014 28.2235
H -16.6632 2.9994 28.4655
H -17.4813 1.4554 25.9396
H -16.2242 2.6021 25.9844
H -18.1651 3.5560 25.1310
H -17.9392 4.3259 26.6938
H -19.7254 2.0314 26.1644
H -20.2814 3.6446 26.5565
H -20.3775 2.2513 28.7860
H -19.0810 3.4091 28.8019
H -17.8188 2.6930 30.4303
H -17.4134 0.9490 30.5876
H -19.1348 1.4712 30.5784
Cl -20.5278 -5.2844 30.4560
O -21.5465 -0.8690 30.1770
C -22.5006 0.0780 30.1694
O -23.4074 -0.1881 29.4279
O -22.2718 1.1242 30.8251
H -22.1637 -1.2303 29.5366

***

196
Properties=species:S:1:pos:R:3 method="wB97M-V/def2-TZVPD" charge=+6 spin_multiplicity=1 lumo_energy_ev=-15.84 total_energy_ev=-87843.39045 gap_ev=4.48 homo_energy_ev=-20.32
C -0.3396 0.0480 -0.3288
C 1.0908 0.2410 0.1579
O 1.2310 0.6367 1.3280
O 2.0860 -0.0346 -0.5891
H -0.3304 -0.1463 -1.4013
H -1.0204 0.8628 -0.0823
H -0.8309 -0.8666 0.0033
C 5.2948 1.6356 1.1770
C 4.7003 3.1058 1.0162
C 4.3030 3.3249 -0.5033
C 3.4568 4.5864 -0.7896
C 2.2016 4.5430 0.0921
C 2.5681 4.5071 1.5978
N 3.5232 3.3491 1.8451
O 3.2729 2.5678 2.9715
C 1.2074 4.2091 2.3355
C 3.2515 5.8441 2.0866
C 5.8527 4.1482 1.4348
H 5.6063 1.3762 2.1889
H 6.1195 1.2967 0.5500
H 4.5649 0.8382 1.0373
H 3.7714 2.4189 -0.7945
H 5.2357 3.2840 -1.0660
H 3.2410 4.6786 -1.8540
H 4.0490 5.4572 -0.5081
H 1.5415 3.7231 -0.1909
H 1.4730 5.3309 -0.0987
H 0.4294 4.9134 2.0408
H 1.3811 4.3373 3.4039
H 0.8393 3.1904 2.2136
H 4.0442 6.2736 1.4740
H 3.8569 5.7769 2.9906
H 2.6271 6.7374 2.0691
H 5.9869 4.2933 2.5068
H 5.8524 5.1058 0.9142
H 6.8543 3.8186 1.1586
C 3.2368 -4.3192 -2.0518
C 2.1858 -4.3812 -0.9003
C 1.9904 -5.9001 -0.7017
C 1.3080 -6.2851 0.5593
C 1.9859 -5.7175 1.7801
C 2.1356 -4.1703 1.7263
N 2.7134 -3.7752 0.3803
O 3.3257 -2.5313 0.3951
C 3.0911 -3.7552 2.8818
C 0.8322 -3.4361 1.9403
C 0.9230 -3.6703 -1.4558
H 3.6562 -3.3486 -2.3168
H 2.8463 -4.6953 -2.9974
H 4.1379 -4.8830 -1.8102
H 2.9421 -6.4184 -0.8185
H 1.3172 -6.3109 -1.4542
H 1.4538 -7.3551 0.7072
H 0.2294 -6.1418 0.4942
H 2.9768 -6.1700 1.8188
H 1.4912 -6.1194 2.6643
H 2.6078 -3.9346 3.8422
H 3.3352 -2.6935 2.9184
H 3.9491 -4.4104 3.0323
H 0.1712 -3.2928 1.0855
H 1.0763 -2.4178 2.2430
H 0.2899 -3.8759 2.7773
H -0.0100 -4.0507 -1.0400
H 0.8018 -3.7121 -2.5382
H 0.9985 -2.5961 -1.2869
C -2.6716 1.9933 -3.1892
C -4.1599 2.1261 -2.6828
C -4.9103 3.4653 -3.0920
C -5.2575 3.4547 -4.5803
C -6.1362 2.2273 -4.8874
C -5.5774 0.8107 -4.4971
N -5.0523 0.9769 -3.0669
O -4.8489 -0.2240 -2.3484
C -4.5254 0.4024 -5.4893
C -6.6895 -0.2714 -4.5526
C -4.1339 2.2629 -1.1372
H -2.5042 2.3434 -4.2078
H -2.3225 0.9624 -3.2483
H -1.9024 2.5174 -2.6220
H -4.2067 4.2567 -2.8337
H -5.7809 3.6674 -2.4680
H -4.4059 3.5716 -5.2505
H -5.9261 4.2832 -4.8142
H -6.2600 2.2063 -5.9702
H -7.0773 2.3963 -4.3641
H -4.9551 0.4670 -6.4890
H -4.0256 -0.5514 -5.3204
H -3.6999 1.1141 -5.4788
H -6.5710 -1.2475 -4.0821
H -6.9541 -0.4975 -5.5855
H -7.4826 0.1322 -3.9232
H -3.7207 3.2206 -0.8206
H -3.6009 1.5241 -0.5387
H -5.1071 2.1229 -0.6667
C -3.3872 0.6977 6.0114
C -3.7116 -0.0487 4.6037
N -2.8941 0.5257 3.4111
C -1.3806 0.6402 3.7164
C -3.2272 -0.4433 2.1966
C -2.4011 -1.7060 2.2820
C -3.4069 2.0023 3.1746
C -4.9641 2.1783 3.0697
O -5.3797 1.2931 2.0096
C -6.7098 0.9294 2.0283
H -3.9631 0.0593 6.6814
H -3.8248 1.6896 6.1240
H -2.3452 0.7010 6.3311
H -4.7128 0.0125 4.1773
H -3.5291 -1.1216 4.6643
H -1.2339 -0.3104 4.2290
H -1.2201 1.4730 4.4011
H -0.9332 0.8391 2.7425
H -2.9338 0.1212 1.3115
H -4.2945 -0.6614 2.1595
H -2.5654 -2.3327 1.4054
H -2.6408 -2.2393 3.2020
H -1.3279 -1.5152 2.2788
H -2.9947 2.3260 2.2189
H -2.9606 2.5950 3.9731
H -5.1914 3.2124 2.8111
H -5.4559 2.0429 4.0330
H -6.8548 0.4707 3.0064
H -6.7406 0.1082 1.3123
H -7.5412 1.6340 2.0078
C 4.8498 0.0641 -2.6345
C 3.8558 -0.6617 -3.5573
N 3.3060 0.1952 -4.7330
C 2.3488 -0.7648 -5.5600
C 2.4547 1.4446 -4.3247
C 1.0952 1.1477 -3.7171
C 4.4440 0.5355 -5.7892
C 5.2957 1.7476 -5.5468
O 4.5738 2.9098 -5.2075
C 5.4163 3.9150 -4.6825
H 4.9282 -0.5796 -1.7584
H 4.4900 0.9887 -2.1831
H 5.8191 0.1820 -3.1188
H 2.9282 -0.7714 -2.9956
H 4.2125 -1.6539 -3.8338
H 1.4725 -1.2203 -5.0989
H 2.8856 -1.5139 -6.1421
H 1.9181 -0.1483 -6.3490
H 2.3869 2.0931 -5.1982
H 3.0792 2.0053 -3.6292
H 1.2586 0.6493 -2.7616
H 0.4564 0.5745 -4.3891
H 0.5368 2.0498 -3.4671
H 3.8728 0.7381 -6.6952
H 4.9951 -0.3966 -5.9140
H 5.9116 1.8102 -6.4439
H 5.9462 1.5472 -4.6955
H 4.7653 4.7277 -4.3605
H 6.0891 4.3129 -5.4421
H 6.0582 3.5630 -3.8749
C -5.4459 -3.6305 -2.5968
N -5.5526 -3.7257 -1.0098
C -5.9269 -2.3361 -0.4042
C -6.7050 -4.6863 -0.6797
C -4.2148 -4.1806 -0.3520
C -2.8719 -3.7840 -1.0287
O -2.8516 -2.3969 -1.1696
H -5.0858 -4.6118 -2.9057
H -4.6919 -2.9482 -2.9893
H -6.4243 -3.3734 -3.0026
H -6.3191 -2.6249 0.5709
H -6.5950 -1.7339 -1.0198
H -5.0746 -1.7113 -0.1370
H -7.5278 -4.2623 -1.2552
H -6.9071 -4.7299 0.3905
H -6.2519 -5.6097 -1.0406
H -4.2397 -5.2668 -0.2646
H -4.2133 -3.7104 0.6313
H -2.7595 -4.3777 -1.9359
H -2.0755 -4.0890 -0.3499
H -2.3961 -2.2081 -1.9933
C 3.6183 1.3022 6.5396
N 3.9705 -0.1922 6.2593
C 5.3651 -0.1618 5.5273
C 4.2107 -0.9158 7.5542
C 2.9015 -0.9949 5.5534
C 2.2202 -0.2331 4.3245
O 3.0787 -0.1991 3.2692
H 4.5126 1.7793 6.9406
H 2.8282 1.2957 7.2904
H 3.3784 1.8605 5.6347
H 5.2325 0.3574 4.5781
H 5.7475 -1.1722 5.3827
H 6.0109 0.5198 6.0809
H 3.2222 -1.0782 7.9837
H 4.8854 -0.2872 8.1353
H 4.4935 -1.9493 7.3541
H 2.1075 -1.2701 6.2476
H 3.3143 -1.9374 5.1938
H 1.7112 0.6906 4.6000
H 1.3507 -0.8330 4.0557
H 2.5201 -0.0055 2.5128